Entry from OMol25: a single C6H4O molecule (ωB97M-V/def2-TZVPD).

Values from the calculation:
Energy above the lowest of the compared OMol25 structures with the same formula, charge and spin in kcal/mol: 116.9
HOMO in eV: -9.811
LUMO level in hartree: -0.049

```
11
Properties=species:S:1:pos:R:3:mulliken_charge:R:1
C -0.6037 -0.3597 -1.7927 -0.674
C 1.0161 2.1039 -0.7650 -0.480
C 0.6278 1.1574 -0.0178 0.167
C 0.1268 -0.0111 0.4335 0.562
O -0.4633 -0.8409 -0.4103 -0.236
C 0.2362 -0.3595 1.8304 -0.745
C 0.4292 -0.4296 3.0211 0.100
H -1.4865 0.2857 -1.8382 0.325
H -0.7192 -1.2727 -2.3655 0.226
H 0.2420 0.2276 -2.1754 0.335
H 0.5946 -0.5010 4.0800 0.423
```

---

Entry from OMol25: 2 unconnected molecules or ions with the total composition C3H10NS (ωB97M-V/def2-TZVPD).

Values from the calculation:
Energy above the lowest of the compared OMol25 structures with the same formula, charge and spin in kcal/mol: 33.3
HOMO in eV: -1.928
LUMO level in hartree: 0.112
Charge: -1

```
15
Properties=species:S:1:pos:R:3:mulliken_charge:R:1
C 4.7487 2.9850 1.5922 -0.752
S 3.7089 1.4670 1.5542 -0.782
H 5.3177 3.2061 0.6873 0.193
H 4.1114 3.8350 1.8388 0.169
H 5.4561 2.9054 2.4134 0.174
C -3.3593 -2.0856 -0.5441 -0.720
N -2.2437 -1.2491 -0.1425 -0.356
C -1.4619 -0.7180 -1.2554 -0.866
H -3.6666 -1.8072 -1.5441 0.284
H -3.1006 -3.1516 -0.5693 0.243
H -4.1657 -1.9790 0.1809 0.241
H -1.6070 -1.7444 0.4643 0.229
H -1.0177 -1.4853 -1.9221 0.290
H -0.6481 -0.1036 -0.8755 0.353
H -2.0721 -0.0746 -1.8781 0.300
```

---

Entry from OMol25: a molecular structure, C35H36CaClFN5O3PSe3Te in a non-equilibrium geometry (ωB97M-V/def2-TZVPD).

Values from the calculation:
Energy above the lowest of the compared OMol25 structures with the same formula, charge and spin in kcal/mol: 27.7
HOMO in eV: -4.638
LUMO level in hartree: -0.078

```
87
Properties=species:S:1:pos:R:3:mulliken_charge:R:1
Ca 1.6800 1.4466 -3.1000 1.183
Cl 3.4490 1.3913 0.3700 -0.210
C 3.3868 3.0940 0.8279 0.732
C 4.4565 3.5648 1.5665 -0.712
C 4.4791 4.8940 1.9684 -0.478
C 3.4216 5.7246 1.6242 -0.863
C 2.3631 5.2202 0.8831 -0.327
C 2.3196 3.8904 0.4704 -0.409
P 0.9689 3.2994 -0.6115 1.396
C -0.0963 4.7388 -0.8434 -0.061
C 0.1668 5.4648 -1.9973 -0.820
C -0.5654 6.6115 -2.2836 -0.558
C -1.5523 7.0321 -1.4112 -0.583
C -1.8172 6.3057 -0.2505 -0.564
C -1.0907 5.1655 0.0365 -0.235
C -0.0580 2.2560 0.5253 0.542
C -1.1866 1.6505 -0.0351 -0.560
C -2.0162 0.8554 0.7374 -0.574
C -1.7327 0.6487 2.0848 -0.623
C -0.6176 1.2465 2.6509 -0.678
C 0.2125 2.0464 1.8713 -0.506
H 5.2658 2.8896 1.7990 0.473
H 5.3230 5.2688 2.5296 0.368
H 3.4243 6.7662 1.9162 0.416
H 1.5548 5.8862 0.6028 0.346
H 0.9074 5.1399 -2.7172 0.619
H -0.3646 7.1332 -3.2081 0.492
H -2.1292 7.9182 -1.6387 0.369
H -2.5985 6.6296 0.4249 0.403
H -1.3099 4.5995 0.9348 0.384
H -1.4398 1.8308 -1.0772 0.575
H -2.8961 0.4109 0.2915 0.465
H -2.3939 0.0443 2.6954 0.390
H -0.3973 1.1046 3.6996 0.442
H 1.0684 2.5255 2.3265 0.467
Se 4.3995 2.3591 -3.0511 -0.505
Se 3.9600 4.0299 -4.7278 -0.279
Te 1.7509 3.2119 -5.7500 0.137
Se 0.0024 4.9918 -5.4953 -0.656
F 1.2447 -1.8422 3.0148 -0.414
C 0.7931 -2.2956 1.8162 0.296
C 0.9880 -1.5590 0.6856 -0.184
C 0.4974 -2.0255 -0.5339 0.849
C 0.7142 -1.1881 -1.7422 1.574
O 1.2407 -0.0782 -1.5847 -0.874
C 0.2653 -1.7330 -2.9860 -0.117
C -0.4196 -2.9076 -2.9488 -0.325
N -0.6889 -3.6438 -1.8421 0.273
C -1.4931 -4.8375 -1.9359 -0.348
C -2.6912 -4.8156 -2.8254 -1.010
C -2.8670 -4.8165 -1.3316 -0.393
C -0.2143 -3.2182 -0.6083 -0.254
C -0.4034 -3.9673 0.5663 -0.637
C 0.0925 -3.5159 1.7730 -1.532
N -0.1257 -4.3178 2.9401 0.394
C -1.5100 -4.4732 3.3661 -0.549
C -1.6789 -5.9001 3.8957 -0.831
N -0.2967 -6.4019 4.2434 -0.180
C 0.4302 -5.3559 5.0464 -0.660
C 0.7387 -4.1824 4.1038 -0.704
C 0.4415 -1.0733 -4.3748 0.215
O -0.3226 -1.4845 -5.2384 -0.743
O 1.3445 -0.1957 -4.4494 -0.944
H 1.4927 -0.6015 0.7284 0.115
H -0.7989 -3.2868 -3.8888 0.769
H -0.9293 -5.7628 -1.8804 0.438
H -2.9085 -5.7183 -3.3744 0.258
H -2.9115 -3.8974 -3.3474 0.368
H -3.2226 -5.7159 -0.8503 0.285
H -3.1780 -3.8857 -0.8810 0.234
H -0.9099 -4.9202 0.5179 0.745
H -2.1859 -4.3136 2.5292 0.542
H -1.7649 -3.7339 4.1380 0.283
H -2.0778 -6.5899 3.1530 0.410
H -2.2702 -5.9584 4.8079 0.383
H 0.2068 -6.5078 3.3546 0.377
H -0.3257 -7.3073 4.7119 0.305
H 1.3227 -5.8152 5.4665 0.383
H -0.2524 -5.0868 5.8515 0.339
H 1.7785 -4.2172 3.7810 0.490
H 0.5813 -3.2524 4.6572 0.428
N -1.6721 2.6651 -3.3131 -0.516
N -0.8274 1.6010 -3.8368 -0.221
H -2.4260 2.8318 -3.9910 0.334
H -1.1146 3.5215 -3.4141 -0.075
H -0.6166 1.7543 -4.8285 0.252
H -1.3673 0.7391 -3.7797 0.176
```